Molecular formula: C78H195N13
Method: DFT, wB97M-V/def2-TZVPD

Results
**Energy above the lowest of the compared OMol25 structures with the same formula, charge and spin**: 10.487 eV
**DFT total energy**: -103407.7308 eV
**Total charge**: 0
**LUMO**: 0.54 eV

Each atom is followed by the atoms it is bonded to, with distances in Å.
Atoms and positions in Å:
1 C -13.691 12.007 -8.345  C2 1.493, H8 1.090, H9 1.090, H10 1.090
2 C -14.963 12.675 -8.751  C1 1.493, N3 1.480, H11 1.090, H12 1.090
3 N -14.776 13.943 -9.491  C2 1.480, C4 1.425, C6 1.446
4 C -15.615 15.028 -9.105  N3 1.425, C5 1.556, H13 1.090, H14 1.090
5 C -17.125 14.677 -9.236  C4 1.556, H15 1.090, H16 1.090, H17 1.090
6 C -14.670 13.685 -10.910  N3 1.446, C7 1.572, H18 1.090, H19 1.090
7 C -14.086 14.951 -11.637  C6 1.572, H20 1.090, H21 1.090, H22 1.090
8 H -12.945 12.026 -9.140  C1 1.090
9 H -13.816 10.968 -8.038  C1 1.090
10 H -13.147 12.510 -7.546  C1 1.090
11 H -15.405 11.923 -9.405  C2 1.090
12 H -15.580 12.788 -7.860  C2 1.090
13 H -15.414 15.286 -8.066  C4 1.090
14 H -15.442 16.034 -9.488  C4 1.090
15 H -17.885 15.418 -8.988  C5 1.090
16 H -17.358 14.437 -10.273  C5 1.090
17 H -17.441 13.751 -8.754  C5 1.090
18 H -15.640 13.356 -11.280  C6 1.090
19 H -13.871 12.958 -11.055  C6 1.090
20 H -14.728 15.808 -11.837  C7 1.090
21 H -13.555 14.554 -12.502  C7 1.090
22 H -13.451 15.457 -10.910  C7 1.090
23 C -11.268 4.651 -3.549  C24 1.529, H30 1.090, H31 1.090, H32 1.090
24 C -10.002 4.962 -4.349  C23 1.529, N25 1.513, H33 1.090, H34 1.090
25 N -10.312 5.391 -5.766  C24 1.513, C26 1.536, C28 1.449
26 C -10.738 6.863 -5.864  N25 1.536, C27 1.553, H35 1.090, H36 1.090
27 C -12.093 6.871 -6.624  C26 1.553, H37 1.090, H38 1.090, H39 1.090
28 C -9.327 5.036 -6.769  N25 1.449, C29 1.560, H40 1.090, H41 1.090
29 C -9.407 3.568 -7.291  C28 1.560, H42 1.090, H43 1.090, H44 1.090
30 H -10.950 4.343 -2.553  C23 1.090
31 H -11.956 3.880 -3.897  C23 1.090
32 H -11.889 5.515 -3.312  C23 1.090
33 H -9.415 5.735 -3.854  C24 1.090
34 H -9.284 4.145 -4.419  C24 1.090
35 H -10.766 7.294 -4.863  C26 1.090
36 H -10.068 7.440 -6.501  C26 1.090
37 H -12.766 6.179 -6.118  C27 1.090
38 H -12.521 7.870 -6.541  C27 1.090
39 H -11.876 6.637 -7.666  C27 1.090
40 H -8.350 5.209 -6.318  C28 1.090
41 H -9.329 5.746 -7.595  C28 1.090
42 H -9.019 2.768 -6.660  C29 1.090
43 H -8.640 3.488 -8.061  C29 1.090
44 H -10.373 3.185 -7.619  C29 1.090
45 C -12.107 12.374 -0.861  C46 1.580, H52 1.090, H53 1.090, H54 1.090
46 C -13.455 11.563 -0.714  C45 1.580, N47 1.452, H55 1.090, H56 1.090
47 N -13.212 10.208 -1.174  C46 1.452, C48 1.468, C50 1.522
48 C -14.273 9.228 -0.911  N47 1.468, C49 1.511, H57 1.090, H58 1.090
49 C -14.738 8.898 0.488  C48 1.511, H59 1.090, H60 1.090, H61 1.090
50 C -12.600 10.114 -2.565  N47 1.522, C51 1.593, H62 1.090, H63 1.090
51 C -13.717 10.442 -3.652  C50 1.593, H64 1.090, H65 1.090, H66 1.090
52 H -11.260 12.047 -0.258  C45 1.090
53 H -12.237 13.336 -0.365  C45 1.090
54 H -11.652 12.637 -1.816  C45 1.090
55 H -13.810 11.472 0.313  C46 1.090
56 H -14.130 12.153 -1.333  C46 1.090
57 H -15.173 9.547 -1.436  C48 1.090
58 H -13.876 8.321 -1.366  C48 1.090
59 H -15.339 9.660 0.984  C49 1.090
60 H -15.387 8.022 0.502  C49 1.090
61 H -13.907 8.466 1.045  C49 1.090
62 H -12.196 9.103 -2.617  C50 1.090
63 H -11.784 10.810 -2.757  C50 1.090
64 H -14.480 9.664 -3.681  C51 1.090
65 H -13.401 10.545 -4.690  C51 1.090
66 H -14.310 11.280 -3.284  C51 1.090
67 C -21.055 15.280 -12.877  C68 1.539, H74 1.090, H75 1.090, H76 1.090
68 C -21.030 16.811 -13.027  C67 1.539, N69 1.465, H77 1.090, H78 1.090
69 N -21.019 17.411 -11.691  C68 1.465, C70 1.435, C72 1.461
70 C -19.900 17.126 -10.840  N69 1.435, C71 1.484, H79 1.090, H80 1.090
71 C -18.689 17.742 -11.435  C70 1.484, H81 1.090, H82 1.090, H83 1.090
72 C -22.389 17.332 -11.188  N69 1.461, C73 1.470, H84 1.090, H85 1.090
73 C -22.638 18.110 -9.965  C72 1.470, H86 1.090, H87 1.090, H88 1.090
74 H -20.104 14.781 -13.066  C67 1.090
75 H -21.750 14.776 -13.548  C67 1.090
76 H -21.462 15.033 -11.896  C67 1.090
77 H -20.271 17.165 -13.725  C68 1.090
78 H -21.942 17.180 -13.496  C68 1.090
79 H -19.710 16.054 -10.884  C70 1.090
80 H -20.077 17.429 -9.808  C70 1.090
81 H -18.865 18.681 -11.960  C71 1.090
82 H -18.232 17.039 -12.131  C71 1.090
83 H -17.986 17.962 -10.632  C71 1.090
84 H -23.015 17.924 -11.856  C72 1.090
85 H -22.881 16.380 -10.989  C72 1.090
86 H -23.612 18.531 -9.716  C73 1.090
87 H -22.527 17.499 -9.070  C73 1.090
88 H -21.945 18.901 -9.679  C73 1.090
89 C -14.091 18.954 -10.468  C90 1.553, H96 1.090, H97 1.090, H98 1.090
90 C -14.392 20.138 -9.510  C89 1.553, N91 1.462, H99 1.090, H100 1.090
91 N -14.562 21.399 -10.231  C90 1.462, C92 1.436, C94 1.460
92 C -13.948 22.536 -9.602  N91 1.436, C93 1.622, H101 1.090, H102 1.090
93 C -13.893 23.933 -10.425  C92 1.622, H103 1.090, H104 1.090, H105 1.090
94 C -15.916 21.739 -10.657  N91 1.460, C95 1.522, H106 1.090, H107 1.090
95 C -16.837 22.253 -9.559  C94 1.522, H108 1.090, H109 1.090, H110 1.090
96 H -13.946 18.004 -9.952  C89 1.090
97 H -13.116 19.282 -10.829  C89 1.090
98 H -14.775 18.902 -11.315  C89 1.090
99 H -15.323 20.012 -8.958  C90 1.090
100 H -13.534 20.171 -8.839  C90 1.090
101 H -14.379 22.609 -8.604  C92 1.090
102 H -12.946 22.155 -9.403  C92 1.090
103 H -13.547 24.813 -9.884  C93 1.090
104 H -13.212 23.834 -11.270  C93 1.090
105 H -14.894 24.187 -10.775  C93 1.090
106 H -16.369 20.861 -11.117  C94 1.090
107 H -15.785 22.477 -11.448  C94 1.090
108 H -17.848 22.423 -9.930  C95 1.090
109 H -16.423 23.211 -9.248  C95 1.090
110 H -16.817 21.641 -8.657  C95 1.090
111 C -17.934 11.570 -1.147  C112 1.542, H118 1.090, H119 1.090, H120 1.090
112 C -18.297 13.067 -1.221  C111 1.542, N113 1.477, H121 1.090, H122 1.090
113 N -19.137 13.428 -2.382  C112 1.477, C114 1.519, C116 1.476
114 C -18.482 13.002 -3.684  N113 1.519, C115 1.525, H123 1.090, H124 1.090
115 C -19.257 13.213 -4.981  C114 1.525, H125 1.090, H126 1.090, H127 1.090
116 C -19.413 14.877 -2.424  N113 1.476, C117 1.504, H128 1.090, H129 1.090
117 C -20.309 15.325 -1.302  C116 1.504, H130 1.090, H131 1.090, H132 1.090
118 H -18.793 10.938 -1.372  C111 1.090
119 H -17.580 11.108 -0.226  C111 1.090
120 H -17.220 11.383 -1.949  C111 1.090
121 H -18.718 13.250 -0.232  C112 1.090
122 H -17.462 13.761 -1.321  C112 1.090
123 H -17.528 13.524 -3.764  C114 1.090
124 H -18.357 11.920 -3.705  C114 1.090
125 H -18.697 12.709 -5.768  C115 1.090
126 H -20.223 12.710 -4.929  C115 1.090
127 H -19.462 14.261 -5.196  C115 1.090
128 H -19.942 15.160 -3.334  C116 1.090
129 H -18.518 15.493 -2.336  C116 1.090
130 H -21.065 14.617 -0.962  C117 1.090
131 H -20.859 16.217 -1.604  C117 1.090
132 H -19.687 15.455 -0.416  C117 1.090
133 C -9.927 15.674 -3.033  C134 1.529, H140 1.090, H141 1.090, H142 1.090
134 C -9.423 16.247 -4.359  C133 1.529, N135 1.467, H143 1.090, H144 1.090
135 N -10.480 16.961 -5.083  C134 1.467, C136 1.444, C138 1.457
136 C -10.865 18.218 -4.486  N135 1.444, C137 1.576, H145 1.090, H146 1.090
137 C -9.850 19.422 -4.542  C136 1.576, H147 1.090, H148 1.090, H149 1.090
138 C -10.237 17.124 -6.510  N135 1.457, C139 1.531, H150 1.090, H151 1.090
139 C -11.532 17.228 -7.320  C138 1.531, H152 1.090, H153 1.090, H154 1.090
140 H -10.860 15.173 -3.291  C133 1.090
141 H -9.992 16.465 -2.286  C133 1.090
142 H -9.304 14.900 -2.584  C133 1.090
143 H -8.589 16.909 -4.122  C134 1.090
144 H -9.175 15.379 -4.970  C134 1.090
145 H -11.851 18.584 -4.773  C136 1.090
146 H -11.007 17.885 -3.458  C136 1.090
147 H -8.780 19.229 -4.617  C137 1.090
148 H -10.146 20.089 -5.352  C137 1.090
149 H -10.132 20.058 -3.703  C137 1.090
150 H -9.771 16.202 -6.856  C138 1.090
151 H -9.527 17.929 -6.701  C138 1.090
152 H -11.442 17.250 -8.406  C139 1.090
153 H -12.304 17.913 -6.968  C139 1.090
154 H -12.125 16.329 -7.149  C139 1.090
155 C -11.759 6.219 -13.006  C156 1.566, H162 1.090, H163 1.090, H164 1.090
156 C -11.813 7.665 -12.406  C155 1.566, N157 1.517, H165 1.090, H166 1.090
157 N -11.063 8.712 -13.207  C156 1.517, C158 1.420, C160 1.486
158 C -12.083 9.272 -14.021  N157 1.420, C159 1.522, H167 1.090, H168 1.090
159 C -11.493 10.073 -15.172  C158 1.522, H169 1.090, H170 1.090, H171 1.090
160 C -10.276 9.669 -12.386  N157 1.486, C161 1.572, H172 1.090, H173 1.090
161 C -11.031 10.944 -11.860  C160 1.572, H174 1.090, H175 1.090, H176 1.090
162 H -12.116 5.482 -12.287  C155 1.090
163 H -10.754 5.819 -13.143  C155 1.090
164 H -12.234 6.241 -13.987  C155 1.090
165 H -12.807 7.898 -12.025  C156 1.090
166 H -11.275 7.559 -11.464  C156 1.090
167 H -12.808 9.903 -13.505  C158 1.090
168 H -12.628 8.470 -14.520  C158 1.090
169 H -12.269 10.601 -15.726  C159 1.090
170 H -10.828 9.503 -15.821  C159 1.090
171 H -10.862 10.805 -14.666  C159 1.090
172 H -9.956 9.109 -11.507  C160 1.090
173 H -9.527 9.920 -13.137  C160 1.090
174 H -11.341 11.579 -12.689  C161 1.090
175 H -12.004 10.730 -11.419  C161 1.090
176 H -10.438 11.545 -11.171  C161 1.090
177 C -17.932 18.387 -3.474  C178 1.560, H184 1.090, H185 1.090, H186 1.090
178 C -16.517 18.276 -4.124  C177 1.560, N179 1.419, H187 1.090, H188 1.090
179 N -16.292 16.979 -4.654  C178 1.419, C180 1.483, C182 1.489
180 C -14.844 16.661 -4.620  N179 1.483, C181 1.552, H189 1.090, H190 1.090
181 C -14.570 15.165 -4.928  C180 1.552, H191 1.090, H192 1.090, H193 1.090
182 C -17.002 16.660 -5.923  N179 1.489, C183 1.512, H194 1.090, H195 1.090
183 C -16.532 17.536 -7.062  C182 1.512, H196 1.090, H197 1.090, H198 1.090
184 H -18.178 19.375 -3.086  C177 1.090
185 H -18.062 17.718 -2.623  C177 1.090
186 H -18.535 18.110 -4.339  C177 1.090
187 H -16.551 19.087 -4.851  C178 1.090
188 H -15.743 18.590 -3.423  C178 1.090
189 H -14.376 17.191 -5.450  C180 1.090
190 H -14.285 16.996 -3.747  C180 1.090
191 H -14.846 15.001 -5.970  C181 1.090
192 H -13.559 14.769 -4.836  C181 1.090
193 H -15.284 14.666 -4.273  C181 1.090
194 H -18.062 16.893 -5.814  C182 1.090
195 H -16.957 15.615 -6.229  C182 1.090
196 H -16.860 17.174 -8.037  C183 1.090
197 H -15.451 17.671 -7.105  C183 1.090
198 H -16.980 18.516 -7.226  C183 1.090
199 C -17.162 18.538 -18.949  C200 1.510, H206 1.090, H207 1.090, H208 1.090
200 C -17.913 17.955 -17.775  C199 1.510, N201 1.516, H209 1.090, H210 1.090
201 N -17.065 17.912 -16.519  C200 1.516, C202 1.491, C204 1.490
202 C -17.471 16.767 -15.654  N201 1.491, C203 1.504, H211 1.090, H212 1.090
203 C -16.697 15.575 -16.146  C202 1.504, H213 1.090, H214 1.090, H215 1.090
204 C -17.394 19.207 -15.859  N201 1.490, C205 1.537, H216 1.090, H217 1.090
205 C -16.492 19.573 -14.669  C204 1.537, H218 1.090, H219 1.090, H220 1.090
206 H -16.653 17.771 -19.532  C199 1.090
207 H -16.437 19.307 -18.684  C199 1.090
208 H -17.918 19.088 -19.510  C199 1.090
209 H -18.807 18.566 -17.652  C200 1.090
210 H -18.287 16.963 -18.029  C200 1.090
211 H -17.358 17.072 -14.614  C202 1.090
212 H -18.535 16.661 -15.866  C202 1.090
213 H -16.708 14.742 -15.444  C203 1.090
214 H -17.039 15.247 -17.127  C203 1.090
215 H -15.664 15.901 -16.265  C203 1.090
216 H -18.431 19.233 -15.524  C204 1.090
217 H -17.293 20.066 -16.522  C204 1.090
218 H -15.408 19.674 -14.738  C205 1.090
219 H -16.630 18.957 -13.781  C205 1.090
220 H -16.713 20.589 -14.342  C205 1.090
221 C -9.857 9.998 -7.628  C222 1.536, H228 1.090, H229 1.090, H230 1.090
222 C -8.945 10.723 -6.627  C221 1.536, N223 1.438, H231 1.090, H232 1.090
223 N -9.363 10.467 -5.276  C222 1.438, C224 1.518, C226 1.486
224 C -8.344 9.734 -4.423  N223 1.518, C225 1.581, H233 1.090, H234 1.090
225 C -8.966 9.267 -3.047  C224 1.581, H235 1.090, H236 1.090, H237 1.090
226 C -9.755 11.715 -4.571  N223 1.486, C227 1.546, H238 1.090, H239 1.090
227 C -11.055 12.200 -5.254  C226 1.546, H240 1.090, H241 1.090, H242 1.090
228 H -10.910 10.280 -7.609  C221 1.090
229 H -9.782 8.917 -7.748  C221 1.090
230 H -9.595 10.292 -8.644  C221 1.090
231 H -7.939 10.390 -6.882  C222 1.090
232 H -8.902 11.810 -6.699  C222 1.090
233 H -7.883 8.811 -4.776  C224 1.090
234 H -7.474 10.391 -4.413  C224 1.090
235 H -8.521 8.301 -2.809  C225 1.090
236 H -8.691 9.849 -2.167  C225 1.090
237 H -10.010 8.974 -3.164  C225 1.090
238 H -9.003 12.494 -4.449  C226 1.090
239 H -9.866 11.488 -3.511  C226 1.090
240 H -11.671 12.820 -4.603  C227 1.090
241 H -11.695 11.346 -5.476  C227 1.090
242 H -11.002 12.718 -6.211  C227 1.090
243 C -9.983 13.232 -17.378  C244 1.540, H250 1.090, H251 1.090, H252 1.090
244 C -11.358 13.107 -18.062  C243 1.540, N245 1.528, H253 1.090, H254 1.090
245 N -12.388 14.220 -17.886  C244 1.528, C246 1.483, C248 1.500
246 C -12.199 15.266 -18.921  N245 1.483, C247 1.526, H255 1.090, H256 1.090
247 C -13.351 15.469 -19.901  C246 1.526, H257 1.090, H258 1.090, H259 1.090
248 C -12.577 14.787 -16.510  N245 1.500, C249 1.543, H260 1.090, H261 1.090
249 C -13.095 13.684 -15.564  C248 1.543, H262 1.090, H263 1.090, H264 1.090
250 H -9.598 14.246 -17.281  C243 1.090
251 H -9.326 12.602 -17.978  C243 1.090
252 H -10.069 12.797 -16.382  C243 1.090
253 H -11.178 13.064 -19.136  C244 1.090
254 H -11.769 12.140 -17.770  C244 1.090
255 H -11.331 15.010 -19.529  C246 1.090
256 H -12.041 16.249 -18.478  C246 1.090
257 H -12.990 16.012 -20.774  C247 1.090
258 H -14.035 16.054 -19.286  C247 1.090
259 H -13.803 14.513 -20.169  C247 1.090
260 H -11.826 15.452 -16.083  C248 1.090
261 H -13.398 15.497 -16.615  C248 1.090
262 H -13.918 13.107 -15.986  C249 1.090
263 H -12.341 12.965 -15.245  C249 1.090
264 H -13.435 14.133 -14.632  C249 1.090
265 C -9.927 14.667 -10.496  C266 1.567, H272 1.090, H273 1.090, H274 1.090
266 C -10.226 16.129 -10.975  C265 1.567, N267 1.446, H275 1.090, H276 1.090
267 N -9.215 16.679 -11.850  C266 1.446, C268 1.465, C270 1.493
268 C -8.927 15.898 -13.055  N267 1.465, C269 1.530, H277 1.090, H278 1.090
269 C -10.149 15.944 -13.974  C268 1.530, H279 1.090, H280 1.090, H281 1.090
270 C -7.992 17.099 -11.104  N267 1.493, C271 1.548, H282 1.090, H283 1.090
271 C -6.902 17.788 -11.960  C270 1.548, H284 1.090, H285 1.090, H286 1.090
272 H -10.757 14.156 -10.007  C265 1.090
273 H -9.154 14.655 -9.727  C265 1.090
274 H -9.768 13.906 -11.259  C265 1.090
275 H -11.203 16.238 -11.445  C266 1.090
276 H -10.446 16.781 -10.129  C266 1.090
277 H -8.056 16.246 -13.611  C268 1.090
278 H -8.679 14.867 -12.801  C268 1.090
279 H -10.476 16.982 -14.024  C269 1.090
280 H -9.876 15.671 -14.993  C269 1.090
281 H -11.001 15.403 -13.560  C269 1.090
282 H -7.599 16.240 -10.559  C270 1.090
283 H -8.287 17.756 -10.285  C270 1.090
284 H -6.098 18.187 -11.341  C271 1.090
285 H -7.466 18.533 -12.521  C271 1.090
286 H -6.436 17.132 -12.695  C271 1.090

Here are the Mulliken charges for atoms 1 to 6, given in e: atom 1 (C): -0.813, atom 2 (C): -0.627, atom 3 (N): 1.302, atom 4 (C): 1.479, atom 5 (C): -1.404, atom 6 (C): -0.577